Model A:
{
  "formula": "C2H7NO2S2",
  "method": "ωB97M-V/def2-TZVPD",
  "elements": ["C", "C", "N", "O", "O", "S", "S", "H", "H", "H", "H", "H", "H", "H"],
  "positions_angstrom": [[-2.4720, -0.2482, 0.1367], [-1.1580, 0.0757, -0.6035], [3.0217, 0.5620, 1.0678], [0.2614, -1.6746, 0.7972], [1.2984, 0.1024, -0.7936], [2.9208, 0.3808, -0.4193], [0.2953, -0.2462, 0.5425], [-2.2749, -1.0401, 0.8422], [-2.7939, 0.7586, 0.4986], [-3.3206, -0.7101, -0.4857], [-1.1732, 1.0018, -0.9768], [-0.9110, -0.6043, -1.3275], [3.4483, -0.1399, 1.6097], [2.8576, 1.7819, -0.8885]],
  "e_lumo_ha": 0.0173,
  "homo_ev": -9.32,
  "orbital_gap_ev": 9.793
}



Model B:
{
  "formula": "C2H7NO2S2",
  "method": "ωB97M-V/def2-TZVPD",
  "elements": ["C", "C", "N", "O", "O", "S", "S", "H", "H", "H", "H", "H", "H", "H"],
  "positions_angstrom": [[1.0593, -0.1667, -0.5916], [-0.3777, -0.5498, -0.3702], [-0.5850, -1.8546, 0.0143], [-1.1976, 0.3316, -0.6495], [-3.3476, -1.6236, 0.1684], [-4.1755, 1.0252, 0.5261], [-3.4870, -0.3372, -0.5768], [1.2346, 0.6566, -1.2048], [1.6902, -1.1150, -0.8841], [1.3314, 0.0815, 0.4615], [-1.8147, -2.7611, -1.6315], [0.2042, -2.4309, 0.3764], [-2.3593, -3.0062, -1.9885], [-1.5765, -2.0905, -0.0285]],
  "e_lumo_ha": [-0.0344, -0.0344],
  "homo_ev": [-9.42, -9.42],
  "orbital_gap_ev": [8.489, 8.488]
}



Winner for stability: model B



Model A:
{
  "formula": "AsF6H22O11",
  "method": "ωB97M-V/def2-TZVPD",
  "elements": ["As", "F", "F", "F", "F", "F", "F", "O", "H", "H", "O", "H", "H", "O", "H", "H", "O", "H", "H", "O", "H", "H", "O", "H", "H", "O", "H", "H", "O", "H", "H", "O", "H", "H", "O", "H", "H", "O", "H", "H"],
  "positions_angstrom": [[17.7852, 15.9984, -11.4105], [16.3776, 16.5576, -10.5201], [17.0020, 14.4564, -11.4347], [19.1763, 15.4579, -12.3159], [18.5018, 17.5692, -11.2640], [18.5935, 15.6025, -9.9438], [17.0926, 16.4376, -12.9235], [14.7801, 17.5882, -15.1377], [14.5969, 17.6514, -14.1966], [15.5775, 17.0524, -15.1835], [13.7380, 18.4654, -10.0735], [14.2625, 18.3984, -10.8758], [13.8673, 17.6182, -9.6358], [21.6822, 15.3164, -10.8432], [22.2299, 16.0165, -10.4809], [20.9153, 15.7684, -11.2130], [19.7300, 17.4005, -7.6152], [19.8897, 18.0138, -6.8938], [18.8056, 17.5625, -7.8550], [20.3180, 13.1645, -13.3890], [19.9680, 13.9304, -12.9166], [19.6493, 12.9650, -14.0481], [17.8884, 11.7359, -11.1910], [17.5561, 12.5641, -11.5564], [17.1705, 11.1098, -11.3115], [17.3304, 18.8025, -8.6851], [16.7130, 18.3286, -8.1027], [17.5499, 18.1699, -9.3784], [18.2926, 14.3159, -7.4078], [18.0999, 14.5032, -8.3338], [18.8241, 15.0736, -7.1387], [14.9022, 15.0220, -8.9621], [15.4020, 15.5415, -9.6097], [14.3877, 14.3971, -9.4766], [15.5367, 17.1223, -7.1386], [15.3437, 16.3044, -7.6213], [15.4745, 16.8691, -6.2147], [21.1397, 17.9311, -12.7596], [20.2821, 17.6599, -12.4143], [21.6555, 18.1433, -11.9778]],
  "e_lumo_ha": 0.0905,
  "homo_ev": -8.18,
  "orbital_gap_ev": 10.646,
  "charge": -1
}



Model B:
{
  "formula": "AsF6H22O11",
  "method": "ωB97M-V/def2-TZVPD",
  "elements": ["As", "F", "F", "F", "F", "F", "F", "O", "H", "H", "O", "H", "H", "O", "H", "H", "O", "H", "H", "O", "H", "H", "O", "H", "H", "O", "H", "H", "O", "H", "H", "O", "H", "H", "O", "H", "H", "O", "H", "H"],
  "positions_angstrom": [[0.2677, 0.2250, 0.1732], [1.7259, -0.6613, -0.2250], [-0.6825, -1.2824, -0.2534], [-1.2545, 1.1829, 0.5486], [1.3099, 1.5884, 0.6424], [0.1788, 0.9190, -1.4897], [0.4193, -0.4411, 1.8428], [1.4121, -2.2880, 0.9570], [1.5128, -1.3539, 0.7741], [1.8802, -2.7239, 0.2450], [1.9433, -0.6743, -2.2757], [1.6183, -0.3599, -1.4321], [1.6324, -1.5779, -2.3310], [-2.7178, 2.1736, -0.2533], [-1.8163, 2.2004, -0.5739], [-2.6460, 2.3666, 0.6815], [2.7206, 2.7291, 0.0625], [2.8242, 1.8305, -0.2505], [3.2635, 2.7731, 0.8496], [-0.0817, -3.0562, -0.8075], [0.0700, -2.4654, -1.5452], [0.2879, -2.5977, -0.0529], [-0.8884, 2.7161, -0.9840], [-0.4064, 3.4870, -0.6846], [-0.2147, 2.0503, -1.1216], [-2.2048, -0.3972, -1.1156], [-2.4678, -1.1535, -1.6401], [-1.5080, -0.7286, -0.5492], [-2.1591, -2.0698, 0.9997], [-1.3893, -1.7284, 0.5445], [-1.8640, -2.8952, 1.3843], [2.8232, 0.3509, 1.6616], [2.0409, 0.6339, 1.1881], [2.5208, 0.2025, 2.5576], [-2.1274, 0.8522, -2.6384], [-1.7513, 0.4290, -1.8667], [-2.4256, 1.7053, -2.3229], [-0.9621, -0.4975, 3.1891], [-0.3680, -0.9737, 3.7693], [-0.5158, -0.4898, 2.3424]],
  "e_lumo_ha": 0.0280,
  "homo_ev": -5.22,
  "orbital_gap_ev": 5.983,
  "charge": -1
}



Winner for stability: model A



Model A:
{
  "formula": "C6H7NO2S",
  "method": "ωB97M-V/def2-TZVPD",
  "elements": ["C", "C", "C", "C", "C", "C", "N", "O", "O", "S", "H", "H", "H", "H", "H", "H", "H"],
  "positions_angstrom": [[0.6000, 2.5257, 0.1957], [-0.3847, 2.6228, -0.7061], [0.7759, 1.0918, 0.6728], [-0.6419, -2.2074, -0.4275], [0.7715, -2.1681, -0.0115], [-0.2361, -1.1118, 0.4970], [-0.1039, 0.2626, 0.0981], [1.5122, 0.8136, 1.5960], [-2.4469, 1.0622, -0.7028], [-1.0980, 0.9930, -1.1071], [1.1027, 3.3902, 0.6822], [-0.6101, 3.5096, -1.1813], [-0.7147, -1.8150, -1.3951], [-1.2164, -2.9131, -0.0067], [1.1229, -2.8759, 0.8074], [1.6621, -1.9823, -0.6583], [-0.0947, -1.1981, 1.6471]],
  "e_lumo_ha": 0.0012,
  "homo_ev": -9.45,
  "orbital_gap_ev": 9.478
}



Model B:
{
  "formula": "C6H7NO2S",
  "method": "ωB97M-V/def2-TZVPD",
  "elements": ["C", "C", "C", "C", "C", "C", "N", "O", "O", "S", "H", "H", "H", "H", "H", "H", "H"],
  "positions_angstrom": [[-2.1156, -1.3135, 1.6548], [-1.1506, -1.1021, 0.8514], [-0.3694, 1.0905, 0.9175], [0.9305, -1.0505, -0.1792], [0.4586, -1.0566, -1.6263], [0.4459, 2.1585, 0.2329], [-0.1170, -0.2752, 0.5899], [-3.0105, -1.8190, 2.2237], [-1.2445, 1.3324, 1.6750], [0.8891, 0.4874, -2.3995], [1.0487, -2.0893, 0.2601], [1.9850, -0.5242, -0.2825], [0.8912, -1.7882, -2.2806], [-0.6672, -1.1890, -1.6595], [1.5914, 2.0754, 0.4547], [0.0322, 3.1780, 0.3950], [0.4022, 1.8853, -0.8274]],
  "e_lumo_ha": [-0.0478, -0.0967],
  "homo_ev": [-9.00, -8.51],
  "orbital_gap_ev": [7.697, 5.882]
}



Winner for stability: model A



Model A:
{
  "formula": "C3H7IN3",
  "method": "ωB97M-V/def2-TZVPD",
  "elements": ["C", "C", "C", "N", "N", "N", "I", "H", "H", "H", "H", "H", "H", "H"],
  "positions_angstrom": [[0.6090, -0.2037, 0.0634], [-0.5303, 0.7178, 0.1238], [0.4762, -1.6411, -0.0239], [1.6380, 0.5167, 0.0092], [-1.7031, 0.1092, 0.0891], [-0.3557, 2.0356, -0.0084], [3.6238, -0.1424, 0.0656], [-0.2141, -1.8444, -0.8031], [0.0593, -1.8819, 0.8804], [1.2889, -2.2701, -0.3263], [-1.6028, -0.9370, -0.1334], [-2.5896, 0.3984, 0.2889], [0.4898, 2.5138, -0.1599], [-1.1894, 2.6290, -0.0653]],
  "e_lumo_ha": [-0.1791, -0.2772],
  "s_squared": 2.036,
  "homo_ev": [-10.68, -14.19],
  "orbital_gap_ev": [5.809, 6.645],
  "charge": 1,
  "spin_multiplicity": 3
}



Model B:
{
  "formula": "C3H7IN3",
  "method": "ωB97M-V/def2-TZVPD",
  "elements": ["C", "C", "C", "N", "N", "N", "I", "H", "H", "H", "H", "H", "H", "H"],
  "positions_angstrom": [[-2.0087, -1.5684, 0.0709], [-0.5811, -0.7189, -1.3071], [1.0367, 1.4269, 0.7657], [-1.8287, -0.3202, 0.3878], [-1.2325, -1.8635, -1.0081], [-0.9781, 0.1947, -0.4551], [-4.3869, 2.0550, 3.6333], [-2.6451, -2.2599, 0.5822], [0.1286, -0.5856, -2.0951], [1.8208, 0.8982, 0.2399], [1.2192, 2.4974, 0.7567], [0.9113, 1.0581, 1.7758], [-1.1528, -2.7572, -1.4756], [0.0739, 1.2815, 0.2148]],
  "e_lumo_ha": [-0.1344, -0.3181],
  "s_squared": 2.008,
  "homo_ev": [-12.47, -12.12],
  "orbital_gap_ev": [8.816, 3.464],
  "charge": 1,
  "spin_multiplicity": 3
}



Winner for stability: model A